{
  "formula": "C37H50MoN7O3",
  "method": "ωB97M-V/def2-TZVPD",
  "species": ["Mo", "N", "C", "C", "C", "N", "C", "C", "N", "C", "H", "H", "H", "H", "H", "H", "H", "H", "H", "H", "H", "H", "H", "H", "H", "H", "C", "O", "C", "C", "C", "C", "C", "C", "N", "C", "N", "C", "C", "C", "C", "C", "C", "O", "C", "N", "C", "C", "C", "C", "C", "C", "O", "C", "H", "H", "H", "H", "H", "H", "H", "H", "H", "H", "H", "H", "H", "H", "H", "H", "H", "H", "H", "H", "H", "H", "C", "N", "C", "C", "C", "C", "C", "C", "C", "C", "H", "H", "H", "H", "H", "H", "H", "H", "H", "H", "H", "H"],
  "xyz": [[-0.51, -1.10, 0.11], [3.13, -3.91, 4.10], [2.35, -3.89, 2.77], [0.93, -3.43, 3.00], [0.76, -1.93, 3.27], [-0.47, -1.45, 2.58], [1.95, -1.08, 2.82], [2.62, -1.59, 1.56], [1.74, -1.38, 0.35], [3.11, -3.05, 1.73], [2.64, -4.46, 4.80], [3.27, -2.97, 4.48], [4.06, -4.32, 3.98], [2.35, -4.93, 2.48], [0.43, -4.03, 3.76], [0.43, -3.67, 2.06], [0.64, -1.78, 4.35], [-0.67, -0.52, 2.96], [-1.24, -2.04, 2.88], [2.70, -1.04, 3.62], [1.63, -0.05, 2.70], [3.51, -1.00, 1.38], [1.97, -2.05, -0.37], [2.01, -0.48, -0.05], [4.17, -3.01, 2.00], [3.08, -3.58, 0.79], [1.32, 6.06, -0.14], [-0.03, 5.61, 0.12], [-0.82, 5.46, -0.98], [-1.28, 6.54, -1.72], [-2.14, 6.34, -2.78], [-2.59, 5.06, -3.08], [-2.17, 3.97, -2.33], [-1.26, 4.18, -1.30], [-0.83, 3.14, -0.41], [-0.45, 1.90, -0.71], [-0.34, 1.57, -1.99], [-0.12, 0.33, -2.61], [-0.13, -0.91, -1.95], [0.07, -2.03, -2.78], [0.27, -1.92, -4.14], [0.28, -0.68, -4.77], [0.08, 0.44, -4.00], [0.03, 1.71, -4.47], [0.15, 1.91, -5.89], [-0.19, 0.98, 0.28], [0.07, 1.62, 1.55], [-0.90, 1.57, 2.56], [-0.70, 2.18, 3.79], [0.47, 2.90, 4.01], [1.41, 3.01, 3.00], [1.21, 2.40, 1.76], [2.11, 2.75, 0.80], [2.76, 1.80, -0.04], [1.49, 7.00, 0.37], [1.49, 6.19, -1.21], [2.01, 5.31, 0.25], [-0.95, 7.54, -1.44], [-2.49, 7.18, -3.36], [-3.29, 4.91, -3.89], [-2.56, 2.99, -2.54], [-0.70, 3.44, 0.55], [-0.45, 2.33, -2.66], [0.05, -3.03, -2.36], [0.42, -2.82, -4.74], [0.42, -0.61, -5.84], [1.13, 1.58, -6.24], [0.04, 2.98, -6.04], [-0.65, 1.38, -6.41], [-1.84, 1.08, 2.34], [-1.47, 2.14, 4.55], [0.64, 3.39, 4.96], [2.30, 3.61, 3.13], [3.49, 2.36, -0.62], [2.08, 1.31, -0.74], [3.31, 1.07, 0.57], [-3.52, -0.28, 0.36], [-2.68, -1.37, -0.18], [-3.11, -1.68, -1.57], [-2.84, -2.60, 0.66], [-1.79, -3.63, 0.29], [-2.18, -4.96, 0.17], [-1.25, -5.93, -0.18], [0.06, -5.56, -0.45], [0.43, -4.23, -0.35], [-0.46, -3.23, 0.04], [-4.58, -0.52, 0.21], [-3.30, 0.65, -0.16], [-3.34, -0.15, 1.43], [-4.16, -1.96, -1.56], [-2.51, -2.49, -1.97], [-2.97, -0.79, -2.19], [-3.84, -3.01, 0.54], [-2.75, -2.28, 1.70], [-3.21, -5.24, 0.35], [-1.56, -6.97, -0.28], [0.78, -6.30, -0.76], [1.45, -3.98, -0.63]],
  "mulliken_charge": [-1.741, -0.132, -0.424, 0.164, -0.082, -0.195, -0.252, 0.300, -0.313, -1.473, 0.415, 0.281, 0.406, 0.588, 0.591, -0.874, 0.466, 0.205, 0.406, 0.571, -0.658, 0.626, 0.308, -0.119, 0.563, 0.256, -0.763, -0.505, 0.281, -0.195, -0.697, -1.024, -0.093, -0.055, 0.406, -0.967, 0.320, -1.312, 2.147, -0.591, -1.419, -0.440, 1.087, -0.439, -1.014, 2.130, -0.551, -1.114, -0.697, -1.048, -0.576, 0.912, -0.457, -0.304, 0.309, 0.408, 0.165, 0.504, 0.429, 0.464, 0.511, 0.311, 0.439, 0.401, 0.505, 0.546, 0.372, 0.275, 0.427, 0.445, 0.526, 0.471, 0.572, 0.517, -0.004, 0.025, -1.202, 0.355, -1.231, -1.639, 2.115, -0.974, -1.056, -1.161, 1.051, -0.060, 0.445, 0.212, 0.421, 0.479, 0.349, 0.302, 0.636, 0.220, 0.510, 0.443, 0.556, 0.704],
  "total_charge": 3,
  "spin_multiplicity": 3,
  "e_above_lowest_kj_mol": 0.0,
  "homo_energy_ev": [-14.95, -14.95]
}